Formula: C52H61N2O2P3STi
Source: OMol25
Level of theory: ωB97M-V/def2-TZVPD

Structure (XYZ):
```
122
Properties=species:S:1:pos:R:3:forces:R:3
Ti 0.117844 0.220157 -0.166835 0.0 -0.7 0.6
C -0.387456 3.774556 5.006520 0.0 0.0 0.0
C 0.082715 4.159516 3.592847 0.0 0.0 0.0
C 0.474208 5.648362 3.555580 0.0 0.0 0.0
C 1.288492 3.327834 3.218972 0.1 0.0 0.0
C 2.448083 3.458033 3.983821 0.0 0.0 0.0
C 3.623972 2.815816 3.659305 0.0 0.0 0.0
C 3.652902 2.014513 2.533561 0.0 0.0 0.0
C 2.507449 1.811339 1.774823 0.0 0.0 0.1
P 2.574560 0.875601 0.226184 0.0 0.1 -0.1
C 3.346529 2.116793 -0.862573 0.0 0.0 0.0
C 4.679524 2.081038 -1.252672 0.0 0.0 0.0
C 5.201425 3.096076 -2.044369 0.0 0.0 0.0
C 4.400765 4.154407 -2.438439 0.0 0.0 0.0
C 3.074630 4.209167 -2.028366 0.0 0.0 0.0
C 2.550169 3.197758 -1.244817 0.0 0.0 0.0
C 3.778501 -0.464286 0.407832 0.0 0.0 0.0
C 4.175652 -1.096679 -0.773260 0.1 0.0 0.0
C 5.035155 -2.182533 -0.730181 0.0 0.0 0.0
C 5.495266 -2.658724 0.490550 0.0 0.0 0.0
C 5.079523 -2.054831 1.667383 0.0 0.0 0.0
C 4.220170 -0.964726 1.628739 0.0 0.0 0.1
C 1.324664 2.472853 2.128275 -0.1 0.0 -0.1
O 0.201138 2.268162 1.301535 0.0 0.2 0.0
C -0.970896 2.985494 1.574972 0.0 -0.1 0.0
C -2.088235 2.736273 0.767639 0.0 0.0 0.0
C -3.252605 3.473155 0.972523 0.0 0.0 0.0
C -3.325925 4.433734 1.960195 0.0 0.0 0.0
C -2.228304 4.622018 2.774551 0.0 0.0 0.0
C -1.041986 3.910139 2.611980 -0.1 0.0 0.0
P -2.169347 1.361536 -0.417325 0.0 0.1 0.1
C -3.747933 0.587916 0.069575 0.0 0.0 0.0
C -4.690653 0.184722 -0.867737 0.0 0.0 0.0
C -5.851958 -0.460095 -0.456282 0.0 0.0 0.0
C -6.077804 -0.704371 0.888367 0.0 0.0 0.0
C -5.139393 -0.300062 1.830998 0.0 0.0 0.0
C -3.981766 0.339649 1.423414 0.0 0.0 0.0
C -2.443158 2.080943 -2.057110 0.0 0.0 0.0
C -2.359423 1.212819 -3.146921 0.0 0.0 0.0
C -2.518274 1.687760 -4.436469 0.0 0.0 0.0
C -2.742744 3.042080 -4.650882 0.0 0.0 0.0
C -2.807531 3.912458 -3.575001 0.0 0.0 0.0
C -2.658768 3.435982 -2.278601 0.0 0.0 0.0
H 0.396780 3.963566 5.739418 0.0 0.0 0.0
H -0.651272 2.717029 5.051067 0.0 0.0 0.0
H -1.260030 4.358531 5.299197 0.0 0.0 0.0
H 1.266796 5.859208 4.272480 0.0 0.0 0.0
H -0.374567 6.281450 3.811883 0.0 0.0 0.0
H 0.826919 5.931560 2.563228 0.0 0.0 0.0
H 2.425712 4.106157 4.849800 0.0 0.0 0.0
H 4.513125 2.958513 4.257641 0.0 0.0 0.0
H 4.580813 1.549652 2.225940 0.0 0.0 0.0
H 5.325320 1.270696 -0.943674 0.0 -0.1 0.0
H 6.238130 3.054051 -2.351213 0.0 0.0 0.0
H 4.807519 4.938205 -3.063608 0.0 0.0 0.0
H 2.444747 5.034941 -2.332049 0.0 0.0 0.0
H 1.510060 3.241283 -0.945051 0.0 0.0 0.0
H 3.816502 -0.737760 -1.732808 0.0 0.1 0.0
H 5.344875 -2.655604 -1.653188 0.0 0.0 0.0
H 6.171504 -3.502864 0.524269 0.0 0.0 0.0
H 5.424902 -2.427988 2.622762 0.0 0.0 0.0
H 3.899306 -0.513243 2.559102 0.0 0.0 0.0
H -4.119637 3.261660 0.358854 0.0 0.0 0.0
H -4.231476 5.004823 2.110326 0.0 0.0 0.0
H -2.288655 5.344987 3.577257 0.0 0.0 0.0
H -4.534797 0.380787 -1.920951 0.0 0.0 0.0
H -6.583698 -0.760358 -1.195066 0.0 0.0 0.0
H -6.986766 -1.198435 1.205370 0.0 0.0 0.0
H -5.313850 -0.477015 2.884359 0.0 0.0 0.0
H -3.267160 0.672546 2.169941 0.0 0.0 0.0
H -2.135495 0.163108 -2.989857 0.0 0.0 0.0
H -2.441545 1.008134 -5.274697 0.0 0.0 0.0
H -2.851607 3.418996 -5.659161 0.0 0.0 0.0
H -2.968629 4.969488 -3.740858 0.0 0.0 0.0
H -2.695411 4.131896 -1.451486 0.0 0.0 0.0
O -0.260971 -0.244948 2.261710 0.0 0.0 -0.1
H 0.346330 -0.999314 2.263166 0.0 0.0 0.0
H -1.129479 -0.669169 2.296384 0.0 0.0 0.0
S 1.911144 0.991512 -4.376583 -0.1 0.0 0.1
C 1.088010 1.011711 -3.006067 0.0 0.1 -0.1
N 0.483756 1.020421 -1.989282 0.1 -0.1 -0.2
C -0.191991 -2.258167 -3.343929 0.0 0.0 -0.1
C 0.321082 -3.385028 -2.427063 0.0 0.0 0.0
C -0.066285 -4.729047 -3.056240 0.0 0.0 0.0
C 1.854063 -3.265513 -2.417402 0.0 0.0 0.0
P -0.295619 -3.098257 -0.675881 0.1 0.2 0.0
N -0.006337 -1.588921 -0.243851 -0.1 0.0 -0.2
C -2.140517 -3.406200 -0.602876 -0.1 -0.1 0.0
C -2.796203 -2.737332 -1.820361 -0.1 0.0 0.0
C -2.733939 -2.712670 0.632055 0.0 0.1 0.0
C -2.544880 -4.886696 -0.588946 0.0 0.0 0.0
C 0.581719 -4.230758 0.536262 0.0 -0.1 0.0
C -0.171687 -4.226595 1.876123 0.0 0.0 0.0
C 0.718579 -5.688778 0.078982 0.0 0.0 0.0
C 1.975976 -3.665948 0.842483 0.0 0.0 0.0
H 0.472368 -2.187562 -4.206564 0.0 0.0 0.0
H -0.180986 -1.290597 -2.848108 0.0 0.0 0.0
H -1.193604 -2.452666 -3.720252 0.1 0.0 0.0
H 0.411795 -4.786510 -4.037465 0.0 0.0 0.0
H -1.138248 -4.817775 -3.222189 0.0 0.0 0.0
H 0.267439 -5.591657 -2.482606 0.0 0.0 0.0
H 2.196273 -3.232739 -3.453437 0.0 0.0 0.0
H 2.342938 -4.111109 -1.940096 0.0 -0.1 0.0
H 2.180804 -2.345599 -1.930656 -0.1 0.0 0.0
H -2.467581 -1.703794 -1.943161 0.0 0.0 0.0
H -3.875755 -2.723306 -1.656782 0.0 0.0 0.0
H -2.610743 -3.276944 -2.745749 0.0 0.0 0.1
H -2.419303 -1.670035 0.669453 0.0 -0.1 0.0
H -2.481241 -3.199842 1.569539 0.0 0.0 0.0
H -3.822621 -2.719396 0.540432 0.0 0.0 0.0
H -2.128757 -5.452438 -1.419614 0.0 0.0 0.0
H -3.633354 -4.940597 -0.672732 0.0 0.0 0.0
H -2.271500 -5.388364 0.337563 0.0 0.0 0.0
H -1.124679 -4.747861 1.833315 0.0 0.0 0.0
H -0.347119 -3.214715 2.246591 0.0 0.0 0.0
H 0.448943 -4.743919 2.610209 0.0 0.0 0.0
H -0.235497 -6.152776 -0.166545 0.0 0.0 0.0
H 1.156303 -6.261075 0.900893 0.0 0.0 0.0
H 1.383803 -5.796051 -0.774165 0.1 0.0 0.0
H 1.931244 -2.604588 1.081499 0.0 0.0 0.0
H 2.684701 -3.791096 0.030495 0.0 0.0 0.0
H 2.374001 -4.197653 1.709952 0.0 0.0 0.0
```
Forces are in eV/Å.

Calculated values
Largest force on an atom: 0.0177 hartree/bohr
Kohn-Sham gap (alpha / beta): 7.4 / 8.1 eV
Charge: +1
E_HOMO (alpha / beta): -9.50 / -10.21 eV
Total energy: -123805.959 eV
Expectation value of S²: 0.756
Spin multiplicity: 2
LUMO (alpha / beta): -2.12 / -2.07 eV
ΔE to the lowest compared entry with this formula, charge and spin: 0.0 kcal/mol